Here is a 3-piece molecular cluster, C6H18O3 overall in a non-equilibrium geometry from the Open Molecules 2025 dataset. Energies are from ωB97M-V/def2-TZVPD.

As for the energy above the lowest of the compared OMol25 structures with the same formula, charge and spin: 81.7 kJ/mol. As for the SMILES: CCO.CCO.CCO. The calculation puts the HOMO-LUMO gap at 0.37977 hartree. As for the spin multiplicity: 1. For the LUMO energy, the calculation gives 0.7 eV.

CARTESIAN COORDINATES (ANGSTROEM)
C: 1.87 -4.39 -2.00
C: 0.86 -3.42 -1.45
O: -0.17 -3.05 -2.40
H: 1.54 -5.42 -2.03
H: 2.75 -4.38 -1.34
H: 2.23 -4.12 -3.00
H: 1.33 -2.50 -1.11
H: 0.33 -3.88 -0.61
H: -0.91 -3.64 -2.28
C: 0.11 -1.21 2.26
C: -0.16 -0.25 1.11
O: 0.61 0.91 1.28
H: 0.26 -0.67 3.19
H: 0.99 -1.83 2.08
H: -0.72 -1.91 2.40
H: -1.24 -0.05 1.04
H: 0.09 -0.78 0.18
H: 0.26 1.60 0.70
C: -0.76 5.23 0.49
C: -1.55 3.96 0.28
O: -0.67 2.95 -0.27
H: -0.41 5.61 -0.47
H: 0.05 5.04 1.19
H: -1.38 5.98 0.99
H: -2.43 4.09 -0.36
H: -1.89 3.56 1.23
H: -0.99 2.59 -1.09


Here is C5H9NO as an isolated structure from the Open Molecules 2025 dataset. Energies are from ωB97M-V/def2-TZVPD.

As for the energy above the lowest of the compared OMol25 structures with the same formula, charge and spin: 344.5 kJ/mol. The calculation puts the HOMO-LUMO gap at 0.37844 hartree. As for the spin multiplicity: 1. For the LUMO energy, the calculation gives 0.8 eV.

CARTESIAN COORDINATES (ANGSTROEM)
C: -0.08 -1.92 -0.27
C: -0.63 -0.51 -0.17
N: -0.47 0.12 1.21
C: 0.97 0.50 0.77
C: 0.14 0.82 -0.45
O: 0.65 1.38 -1.61
C: -0.88 1.42 0.53
H: -0.85 -2.63 0.09
H: 0.17 -2.20 -1.29
H: 0.80 -2.07 0.37
H: -1.67 -0.49 -0.52
H: 1.70 -0.30 0.67
H: 1.41 1.37 1.28
H: 1.29 0.75 -1.97
H: -1.93 1.46 0.23
H: -0.61 2.30 1.13


Here is a 8-piece molecular cluster, C33H50F3N5O5 overall in a non-equilibrium geometry from the Open Molecules 2025 dataset. Energies are from ωB97M-V/def2-TZVPD.

As for the energy above the lowest of the compared OMol25 structures with the same formula, charge and spin: 84.6 kJ/mol. As for the SMILES: Fc1ccccc1.Fc1ccccc1.Fc1ccccc1.CNC(C)=O.CNC(C)=O.CNC(C)=O.CNC(C)=O.CNC(C)=O. The calculation puts the HOMO-LUMO gap at 0.34891 hartree. As for the spin multiplicity: 1. For the LUMO energy, the calculation gives 0.3 eV.

CARTESIAN COORDINATES (ANGSTROEM)
F: -1.26 -0.26 6.36
C: 0.01 -0.82 6.34
C: 0.75 -1.07 7.58
C: 2.06 -1.56 7.45
C: 2.61 -1.86 6.24
C: 1.90 -1.63 5.05
C: 0.59 -1.16 5.10
H: 0.25 -1.03 8.53
H: 2.55 -1.77 8.39
H: 3.55 -2.36 6.36
H: 2.34 -1.76 4.07
H: 0.00 -0.96 4.23
F: 0.37 5.07 4.46
C: 1.48 5.87 4.71
C: 2.23 6.43 3.70
C: 3.32 7.25 3.95
C: 3.65 7.47 5.29
C: 2.94 6.91 6.38
C: 1.92 6.03 6.02
H: 1.73 6.22 2.77
H: 3.90 7.75 3.18
H: 4.47 8.14 5.50
H: 3.40 7.10 7.34
H: 1.54 5.45 6.84
F: -0.80 0.37 -9.43
C: -0.49 -0.93 -9.35
C: -1.12 -1.56 -8.33
C: -1.13 -2.98 -8.22
C: -0.32 -3.64 -9.20
C: 0.45 -2.94 -10.12
C: 0.33 -1.57 -10.18
H: -1.67 -0.95 -7.63
H: -1.72 -3.51 -7.48
H: -0.35 -4.72 -9.22
H: 0.96 -3.58 -10.82
H: 0.88 -1.05 -10.95
C: 2.36 -0.47 -2.82
N: 1.16 0.29 -2.57
C: 1.11 1.49 -1.95
C: -0.20 2.07 -1.54
O: 2.10 2.08 -1.52
H: 2.09 -1.38 -2.28
H: 3.31 -0.06 -2.48
H: 2.43 -0.78 -3.87
H: 0.29 -0.08 -2.91
H: -0.64 1.61 -0.66
H: -0.91 2.01 -2.38
H: -0.11 3.13 -1.29
C: 8.30 3.75 1.19
N: 9.17 4.93 1.10
C: 10.41 4.92 1.51
C: 11.27 6.09 1.12
O: 10.94 4.10 2.26
H: 8.74 2.86 1.65
H: 7.81 3.56 0.24
H: 7.41 3.95 1.80
H: 8.76 5.81 0.83
H: 11.96 6.45 1.88
H: 10.87 7.07 0.87
H: 11.92 5.71 0.33
C: 1.39 -9.88 -1.88
N: 1.61 -8.60 -2.66
C: 1.00 -8.11 -3.74
C: -0.07 -8.98 -4.41
O: 1.30 -7.06 -4.30
H: 1.97 -9.94 -0.97
H: 1.50 -10.69 -2.60
H: 0.38 -9.89 -1.47
H: 2.32 -7.92 -2.43
H: -0.30 -8.57 -5.40
H: -0.89 -8.88 -3.70
H: 0.28 -9.99 -4.62
C: -7.61 -2.13 -2.38
N: -6.64 -3.08 -1.78
C: -5.27 -2.87 -1.76
C: -4.44 -3.86 -0.96
O: -4.75 -2.03 -2.42
H: -8.08 -2.47 -3.31
H: -7.14 -1.23 -2.76
H: -8.44 -2.11 -1.67
H: -7.00 -3.90 -1.32
H: -4.09 -3.30 -0.10
H: -3.65 -4.20 -1.63
H: -4.93 -4.82 -0.75
C: -7.41 2.79 3.37
N: -8.84 2.81 3.76
C: -9.63 3.89 3.78
C: -11.07 3.63 4.23
O: -9.21 5.05 3.63
H: -7.09 2.31 2.45
H: -6.89 2.19 4.11
H: -6.94 3.77 3.26
H: -9.25 1.93 4.02
H: -11.65 3.49 3.32
H: -11.44 4.46 4.84
H: -10.93 2.72 4.81


Here is a 2-piece molecular cluster, C5H7N5 overall in a non-equilibrium geometry from the Open Molecules 2025 dataset. Energies are from ωB97M-V/def2-TZVPD.

As for the energy above the lowest of the compared OMol25 structures with the same formula, charge and spin: 480.6 kJ/mol. The calculation puts the HOMO-LUMO gap (alpha / beta) at 0.28837 / 0.28841 hartree. As for the spin multiplicity: 1. For the LUMO energy (alpha / beta), the calculation gives -1.1 / -1.1 eV.

CARTESIAN COORDINATES (ANGSTROEM)
C: -2.39 -0.57 -0.23
C: 2.01 0.39 0.63
C: -0.76 0.99 -1.05
C: 0.03 -0.98 1.18
C: -1.52 0.48 0.11
N: -3.13 -1.40 -0.59
N: 2.81 0.40 -0.41
N: 2.46 -0.61 -1.15
N: 1.39 -1.22 -0.68
N: 1.11 -0.61 0.47
H: 2.12 1.18 1.49
H: -1.55 1.66 -1.52
H: -0.48 0.09 -1.65
H: 0.19 1.53 -0.83
H: -0.26 -2.00 1.13
H: -0.29 -0.59 2.22
H: -1.72 1.26 0.87


Here is C34H53BBrCrF2N4Si as an isolated structure in a non-equilibrium geometry from the Open Molecules 2025 dataset. Energies are from ωB97M-V/def2-TZVPD.

The calculation puts the HOMO-LUMO gap (alpha / beta) at 0.25229 / 0.24855 hartree. As for the spin multiplicity: 2. For the LUMO energy (alpha / beta), the calculation gives -0.1 / 0.1 eV.

CARTESIAN COORDINATES (ANGSTROEM)
Cr: -2.88 -0.66 0.68
C: -2.85 2.71 -1.49
C: -1.84 1.60 -1.76
C: -2.48 0.32 -2.32
N: -2.75 -0.71 -1.34
C: -2.69 -1.97 -1.76
C: -1.90 -2.44 -2.84
C: -1.90 -3.67 -3.48
C: -2.80 -4.72 -3.39
C: -3.86 -4.82 -2.49
C: -4.10 -4.05 -1.38
C: -3.42 -2.90 -0.90
N: -3.53 -2.47 0.34
C: -4.19 -3.32 1.30
C: -3.99 -2.84 2.73
C: -2.54 -2.45 3.00
N: -2.28 -1.16 2.42
C: -1.30 -0.40 2.89
C: -0.29 -0.93 3.73
C: 0.68 -0.31 4.49
C: 0.85 1.06 4.71
C: 0.14 2.09 4.12
C: -0.81 2.07 3.12
C: -1.40 0.98 2.43
N: -2.22 1.11 1.38
C: -2.64 2.45 1.03
C: -3.59 2.51 -0.17
H: -3.57 2.76 -2.31
H: -2.33 3.68 -1.47
H: -1.30 1.35 -0.85
H: -1.12 1.96 -2.50
H: -1.84 -0.06 -3.12
H: -3.45 0.58 -2.78
H: -1.12 -1.77 -3.17
H: -1.11 -3.80 -4.22
H: -2.69 -5.52 -4.10
H: -4.53 -5.65 -2.64
H: -4.95 -4.35 -0.78
H: -3.79 -4.35 1.21
H: -5.27 -3.36 1.09
H: -4.29 -3.64 3.41
H: -4.61 -1.97 2.92
H: -1.87 -3.21 2.58
H: -2.38 -2.42 4.09
H: -0.26 -2.02 3.77
H: 1.35 -0.96 5.02
H: 1.61 1.34 5.43
H: 0.41 3.08 4.46
H: -1.16 3.05 2.83
H: -1.77 3.09 0.80
H: -3.15 2.89 1.90
H: -4.28 3.35 -0.03
H: -4.16 1.59 -0.22
C: 2.11 2.38 -2.85
C: 2.84 1.07 -2.53
C: 4.26 1.18 -3.10
C: 2.09 -0.04 -3.28
Si: 2.92 0.71 -0.60
Br: 0.93 -0.31 -0.10
C: 2.93 2.31 0.51
C: 3.14 1.95 1.98
C: 1.58 3.05 0.44
C: 4.04 3.28 0.10
C: 4.20 -0.68 -0.10
C: 4.17 -1.83 -1.11
C: 3.86 -1.31 1.26
C: 5.62 -0.12 -0.01
H: 2.08 2.52 -3.93
H: 2.62 3.24 -2.43
H: 1.09 2.36 -2.49
H: 4.20 1.42 -4.17
H: 4.80 0.25 -3.00
H: 4.82 1.97 -2.62
H: 2.08 0.19 -4.35
H: 1.06 -0.11 -2.94
H: 2.56 -1.01 -3.15
H: 2.40 1.23 2.32
H: 3.03 2.84 2.60
H: 4.14 1.55 2.15
H: 0.78 2.42 0.80
H: 1.35 3.38 -0.57
H: 1.62 3.94 1.07
H: 5.02 2.81 0.20
H: 4.02 4.15 0.76
H: 3.93 3.63 -0.92
H: 3.17 -2.23 -1.21
H: 4.82 -2.64 -0.75
H: 4.54 -1.53 -2.09
H: 2.88 -1.78 1.24
H: 3.87 -0.58 2.07
H: 4.59 -2.08 1.49
H: 5.94 0.32 -0.95
H: 6.32 -0.91 0.25
H: 5.69 0.65 0.76
F: -5.74 -0.46 -0.02
B: -4.81 -0.21 0.90
F: -5.37 0.29 2.00


Here is a single C3N2O molecule in a non-equilibrium geometry from the Open Molecules 2025 dataset. Energies are from ωB97M-V/def2-TZVPD.

As for the energy above the lowest of the compared OMol25 structures with the same formula, charge and spin: 414.2 kJ/mol. The calculation puts the HOMO-LUMO gap (alpha / beta) at 0.26181 / 0.28282 hartree. As for the spin multiplicity: 1. For the LUMO energy (alpha / beta), the calculation gives -3.1 / -2.8 eV.

CARTESIAN COORDINATES (ANGSTROEM)
O: -0.42 1.22 0.09
C: 0.11 0.17 -0.43
C: -1.34 -0.05 -0.08
N: -2.35 -0.56 0.24
C: 1.47 -0.19 -0.04
N: 2.53 -0.58 0.22


Here is a single C5H4BrF3N2O molecule in a non-equilibrium geometry from the Open Molecules 2025 dataset. Energies are from ωB97M-V/def2-TZVPD.

As for the energy above the lowest of the compared OMol25 structures with the same formula, charge and spin: 0.0 kJ/mol. As for the SMILES: O[C@@H](c1nc[nH]c1Br)C(F)(F)F. The calculation puts the HOMO-LUMO gap at 0.34925 hartree. As for the spin multiplicity: 1. For the LUMO energy, the calculation gives 0.6 eV.

CARTESIAN COORDINATES (ANGSTROEM)
O: 2.44 -0.84 -0.72
C: 2.12 0.44 -0.41
C: 0.58 0.57 -0.25
N: -0.04 0.47 0.96
C: -1.28 0.76 0.74
N: -1.58 1.07 -0.55
C: -0.36 0.87 -1.21
Br: -0.03 1.13 -3.02
C: 2.55 0.98 0.97
F: 1.99 2.21 1.11
F: 3.93 1.23 0.95
F: 2.27 0.19 1.96
H: 2.28 -1.47 0.02
H: 2.49 1.05 -1.20
H: -1.94 0.73 1.57
H: -2.39 1.27 -0.98


Here is a single C13H12Cl2N2O3S molecule in a non-equilibrium geometry from the Open Molecules 2025 dataset. Energies are from ωB97M-V/def2-TZVPD.

As for the energy above the lowest of the compared OMol25 structures with the same formula, charge and spin: 1042.1 kJ/mol. As for the SMILES: COc1cc(Cl)c(S(=O)(=O)NCc2ccccn2)cc1Cl. The calculation puts the HOMO-LUMO gap at 0.30689 hartree. As for the spin multiplicity: 1. For the LUMO energy, the calculation gives -0.7 eV.

CARTESIAN COORDINATES (ANGSTROEM)
C: 1.23 1.67 3.64
O: -0.22 1.87 2.79
C: 0.08 1.71 1.41
C: 1.29 1.40 0.67
C: 1.09 0.93 -0.59
Cl: 2.48 0.44 -1.41
C: -0.06 1.14 -1.32
S: -0.18 0.84 -2.97
O: -1.24 1.81 -3.56
O: 1.07 0.70 -3.78
N: -1.23 -0.36 -2.91
C: -0.43 -1.81 -2.42
C: -0.12 -1.78 -1.08
C: -1.38 -1.76 -0.14
C: -0.89 -1.52 1.12
C: 0.29 -2.02 1.65
C: 1.35 -2.29 0.59
N: 0.88 -2.26 -0.67
C: -1.18 1.69 -0.58
C: -0.97 1.69 0.76
Cl: -2.53 2.18 1.54
H: 1.94 2.34 3.45
H: 0.88 1.77 4.80
H: 1.48 0.60 3.55
H: 2.18 1.05 1.35
H: -1.70 -0.53 -3.78
H: 0.60 -1.62 -3.01
H: -0.94 -2.71 -2.86
H: -2.25 -1.18 -0.51
H: -1.96 -1.18 1.82
H: 0.45 -2.18 2.76
H: 2.22 -2.54 0.88
H: -2.23 1.90 -1.21